Here is an isolated ion of composition C9H14N3 and charge +1 from the OMol25 dataset. Energies are from the ωB97M-V functional and the def2-TZVPD basis.

```
26
Properties=species:S:1:pos:R:3:forces:R:3:nbo_charge:R:1
C -3.190 1.266 -0.922 1.162 0.693 -0.289 -0.111
C -1.820 1.274 -0.739 -1.463 -2.092 0.578 -0.288
C -3.915 0.171 -0.379 3.692 -0.469 0.891 -0.323
C -3.258 -0.815 0.353 -2.842 0.471 -0.405 0.080
C -1.141 0.133 -0.097 0.256 1.414 -0.537 0.114
C 0.164 -0.193 -0.141 -0.925 -4.308 3.656 -0.055
C 0.092 -1.926 1.155 -0.234 3.125 -0.423 -0.178
C 2.109 1.172 0.573 2.260 0.861 0.177 -0.425
C 2.273 -0.557 -1.214 0.097 2.545 -3.119 -0.388
N -1.302 -1.627 1.443 1.830 -2.447 0.837 -0.430
N -1.946 -0.778 0.610 0.646 1.583 -1.454 -0.193
N 1.364 0.457 -0.475 0.040 -1.170 -0.849 -0.393
H -3.669 2.112 -1.522 0.580 -1.427 1.071 0.248
H -1.218 1.984 -1.205 0.905 1.249 -0.590 0.202
H -4.915 0.142 -0.468 -3.250 -0.398 -0.305 0.231
H -3.881 -1.620 0.784 0.878 0.441 -0.096 0.247
H 0.254 -2.771 0.507 0.110 -0.010 -0.276 0.199
H 0.754 -1.950 2.134 -1.441 0.263 -2.209 0.226
H 1.492 2.046 0.890 0.567 -1.004 0.334 0.245
H 2.609 0.503 1.382 -1.621 1.053 -1.337 0.254
H 2.972 1.567 -0.037 -0.614 0.022 0.996 0.223
H 3.062 -0.711 -0.569 1.658 -0.698 1.333 0.214
H 1.676 -1.406 -1.382 -0.526 -1.023 -0.188 0.243
H 2.749 -0.193 -2.263 -1.471 -0.347 2.573 0.248
H -1.325 -1.350 2.394 -0.674 0.748 0.808 0.375
H 1.005 1.165 -1.082 0.384 0.929 -1.178 0.434
```
Forces are in eV/Å.

Properties
ΔE to the lowest compared entry with this formula, charge and spin	5.798	eV
molar mass	164.232	g mol⁻¹
HOMO energy	-10.7	eV
multiplicity	1
net charge	+1
HOMO-LUMO gap	8.01	eV

---

Here is C16H62BN4O11Y as an isolated structure from the OMol25 dataset. Energies are from the ωB97M-V functional and the def2-TZVPD basis.

```
95
Properties=species:S:1:pos:R:3:forces:R:3:lowdin_charge:R:1
Y -1.498 -2.473 -2.311 3.416 0.582 -2.878 2.226
B 1.317 -2.395 -4.390 -0.193 -1.160 0.596 -0.345
H 0.431 -2.833 -4.824 -4.230 -2.202 -2.105 -0.062
H 1.886 -1.924 -5.177 1.531 2.334 -2.885 -0.024
H 1.064 -1.680 -3.622 -1.238 3.829 4.181 -0.078
H 1.855 -3.196 -3.907 1.812 -2.991 2.049 -0.049
C 6.756 -4.465 0.521 -0.113 -0.644 0.332 -0.038
C 5.521 -5.466 0.676 2.264 0.739 -0.444 -0.428
C 4.860 -5.349 2.010 -0.612 -1.158 0.753 -0.190
O 4.023 -6.542 2.185 -0.363 1.158 -0.008 -0.207
C 3.497 -6.747 3.513 0.913 -0.070 -0.487 -0.093
N 4.616 -5.304 -0.438 -1.196 0.594 -0.607 0.030
H 6.670 -3.407 0.769 -1.025 0.061 -0.106 0.069
H 7.171 -4.506 -0.486 -0.198 -0.136 -0.144 0.067
H 7.593 -4.729 1.169 -0.120 -0.614 0.102 0.074
H 5.923 -6.474 0.581 0.420 -0.096 0.499 0.139
H 4.326 -4.401 2.085 -0.615 -0.001 -0.065 0.118
H 5.602 -5.308 2.807 0.239 -0.232 0.052 0.126
H 4.366 -6.904 4.152 -0.168 0.190 0.467 0.088
H 2.899 -7.657 3.558 0.137 -0.039 -0.489 0.085
H 2.857 -5.945 3.881 0.185 0.357 -0.105 0.078
H 4.039 -6.129 -0.521 -0.259 -0.168 0.273 0.069
H 5.132 -5.310 -1.307 0.287 0.181 -0.060 0.066
C 3.101 0.383 1.854 1.371 0.430 0.135 -0.075
C 3.653 1.655 1.144 0.126 -2.122 -0.726 -0.383
C 5.182 1.906 1.341 -2.442 0.000 -0.120 -0.230
O 5.475 3.081 0.627 1.879 -0.046 0.343 -0.186
C 6.910 3.232 0.801 -0.376 1.581 -0.047 -0.083
N 3.399 1.512 -0.318 -0.885 0.758 0.792 0.029
H 3.336 0.458 2.915 -0.498 0.137 0.213 0.075
H 3.634 -0.526 1.575 -0.016 -0.084 -0.510 0.064
H 2.034 0.256 1.673 0.039 0.108 0.119 0.054
H 3.017 2.439 1.555 0.481 0.560 -0.322 0.133
H 5.770 1.115 0.876 -0.093 -0.571 0.371 0.126
H 5.366 2.005 2.411 0.452 0.034 0.133 0.126
H 7.536 2.491 0.304 -0.404 -0.509 0.134 0.092
H 7.098 3.307 1.872 0.295 -0.395 0.048 0.088
H 7.249 4.189 0.403 -0.453 0.090 -0.224 0.089
H 3.883 0.719 -0.713 0.286 -0.181 0.173 0.061
H 3.822 2.343 -0.707 0.002 0.067 -0.553 0.059
C 4.164 -4.211 -9.100 -0.822 0.034 -0.958 -0.060
C 3.626 -5.602 -8.745 1.525 -0.120 0.049 -0.422
C 4.617 -6.738 -9.131 -0.674 -0.651 0.383 -0.245
O 4.645 -6.861 -10.484 0.405 0.915 -3.020 -0.199
C 5.338 -7.936 -11.119 -1.107 -0.209 1.011 -0.069
N 3.479 -5.718 -7.329 -0.301 -0.445 1.552 0.019
H 4.152 -4.130 -10.187 0.311 0.284 -0.067 0.078
H 5.135 -3.909 -8.706 0.196 -0.634 0.028 0.082
H 3.473 -3.462 -8.712 -0.241 0.066 -0.042 0.063
H 2.659 -5.776 -9.217 0.091 -0.026 -0.203 0.138
H 4.299 -7.723 -8.788 -0.403 0.009 0.984 0.121
H 5.606 -6.565 -8.705 0.326 0.358 0.215 0.128
H 5.095 -7.905 -12.181 0.498 0.413 0.081 0.093
H 4.884 -8.866 -10.777 0.029 -0.361 0.235 0.081
H 6.398 -7.989 -10.867 0.130 0.339 -0.288 0.090
H 2.871 -5.020 -6.923 -0.210 0.176 -0.184 0.060
H 4.382 -5.545 -6.911 0.204 -0.119 0.254 0.073
C -1.705 -5.580 -10.441 -0.216 0.397 -0.540 -0.053
C -1.882 -4.658 -9.265 -0.947 1.220 0.413 -0.439
C -2.926 -3.484 -9.555 1.127 -2.008 -0.071 -0.213
O -2.494 -2.684 -10.597 0.551 1.275 -0.151 -0.179
C -1.189 -2.071 -10.514 -0.341 -0.813 -1.196 -0.077
N -2.313 -5.403 -8.080 -0.045 0.695 0.633 0.021
H -2.703 -5.851 -10.786 -0.029 -0.127 -0.265 0.088
H -1.187 -6.509 -10.202 0.207 0.160 0.120 0.081
H -1.187 -5.057 -11.245 -0.038 -0.216 -0.158 0.081
H -0.970 -4.114 -9.018 0.283 -0.320 0.130 0.116
H -3.144 -2.956 -8.626 0.169 0.291 0.228 0.105
H -3.848 -3.935 -9.922 -0.204 -0.028 0.134 0.125
H -0.487 -2.741 -11.010 0.313 -0.281 0.313 0.079
H -0.804 -1.829 -9.523 -0.422 0.130 0.146 0.085
H -1.193 -1.223 -11.199 -0.296 0.308 0.492 0.093
H -1.585 -6.068 -7.859 -0.112 -0.305 0.064 0.066
H -3.153 -5.912 -8.317 -0.064 -0.331 -0.002 0.072
O -0.415 -5.989 -2.976 -0.376 0.818 0.376 -0.061
H -0.381 -6.587 -3.723 -0.037 -0.079 -0.411 0.054
H 0.004 -6.472 -2.264 0.195 -0.152 0.256 0.045
O -0.629 0.511 -0.948 -0.671 -1.269 -0.374 -0.063
H 0.260 0.712 -0.656 0.831 -0.011 0.098 0.038
H -1.060 1.363 -1.010 -0.303 0.314 -0.123 0.061
O -2.027 -0.188 -4.877 -0.201 -0.741 1.028 -0.058
H -2.828 -0.109 -5.395 -0.348 -0.024 -0.169 0.054
H -1.366 0.284 -5.383 0.676 0.244 -0.148 0.042
O 1.130 -3.376 -0.313 -1.575 0.393 -0.425 -0.059
H 0.909 -3.491 0.611 0.040 -0.052 0.409 0.048
H 2.058 -3.607 -0.368 0.800 -0.186 -0.423 0.040
O 4.976 -1.835 -2.665 0.005 0.263 0.164 -0.044
H 4.156 -1.928 -3.151 -0.232 -0.021 -0.231 0.009
H 5.229 -2.732 -2.448 0.131 -0.230 0.110 0.018
O -3.518 -3.939 -4.664 0.502 0.672 1.203 -0.066
H -3.216 -4.433 -5.427 0.544 -0.277 -0.704 0.030
H -4.472 -3.959 -4.728 -0.405 0.046 0.067 0.056
O 1.065 1.232 -6.515 -0.528 -0.109 0.102 -0.045
H 1.347 0.343 -6.300 0.225 -0.305 -0.020 0.012
H 1.807 1.785 -6.272 0.195 0.255 0.018 0.043
```
Forces are in eV/Å.

Properties
molar mass	586.407	g mol⁻¹
HOMO energy	-12.3	eV
multiplicity	1
net charge	+2
HOMO-LUMO gap	1.77	eV